{
  "formula": "C4H10O",
  "method": "ωB97M-V/def2-TZVPD",
  "total_energy_ha": -233.4213,
  "multiplicity": 3,
  "orbital_gap_ev": [6.9246, 11.2205],
  "e_above_lowest_ev": 0.000,
  "e_lumo_ha": [0.042, -0.001],
  "species": ["C", "C", "C", "C", "O", "H", "H", "H", "H", "H", "H", "H", "H", "H", "H"],
  "xyz": [[-0.04610, -0.85020, 1.25074], [-1.63736, 0.85553, 0.17164], [1.99340, 0.17014, -0.37017], [-0.23201, 0.28270, 0.23327], [0.74941, 0.72900, -0.46416], [1.03096, -1.06254, 1.45246], [-0.52356, -0.57107, 2.25156], [-0.73101, -1.73530, 1.07225], [-2.12219, 0.21458, 0.91272], [-2.20873, 0.77054, -0.78083], [-1.52077, 1.89171, 0.37744], [2.65642, 0.35544, -1.15385], [0.40067, -0.41502, -2.70831], [2.02046, -0.78736, 0.05433], [0.17039, 0.15185, -2.29908]],
  "forces_ev_per_a": [[-1.0, 0.5, 1.1], [1.4, -1.5, -1.0], [-1.0, 0.0, 0.6], [-3.9, -3.5, 3.7], [3.4, 2.8, -2.6], [-1.3, -0.4, 0.0], [0.9, 0.2, -0.9], [1.3, 0.4, -0.5], [-0.5, 0.9, 0.1], [0.6, -0.1, 0.3], [-0.6, 1.1, 0.7], [0.7, 0.8, -1.2], [0.0, -0.3, -0.4], [0.3, -1.0, 0.5], [-0.1, 0.0, -0.2]]
}